1.
C41H57AsCdO7PSi3 as an isolated structure. Source: the Open Molecules 2025 dataset; level of theory: the ωB97M-V functional and the def2-TZVPD basis.

Geometry (Å):
Cd (0.79610, -0.24531, 0.44897)
As (-2.09745, -1.81255, -0.60309)
P (0.33349, 2.06576, 2.40458)
Si (-3.96645, -0.61733, -1.43310)
Si (-1.47822, -3.00202, -2.53073)
Si (-3.13772, -3.48402, 0.68857)
O (2.01801, -2.70282, 0.37793)
O (-0.12831, -1.74279, 1.89529)
O (2.86523, 1.88523, 0.08253)
O (0.47471, -3.17190, 3.52762)
O (4.79975, -1.42038, 2.22585)
O (2.68215, -0.70044, 2.16435)
O (2.69766, -0.12527, -0.89516)
C (-0.85308, 1.73108, -1.44581)
C (-3.78972, -2.57176, 2.17813)
C (-1.57080, 3.92863, -0.78360)
C (5.55735, 1.76083, -1.32226)
C (-4.14854, 0.78803, -0.21154)
C (4.28172, 1.39682, -1.75707)
C (-1.07856, 3.69228, 0.49596)
C (5.89298, 1.89121, 0.14462)
C (-5.65179, -1.44836, -1.54994)
C (-1.05606, 1.29787, 3.32853)
C (-0.76752, -1.78000, -3.76487)
C (6.27763, 1.99013, -3.63007)
C (3.54371, -1.43564, 1.75292)
C (-0.51649, 4.23504, 4.10424)
C (4.99135, 1.65777, -4.03909)
C (3.37052, -2.45566, 0.65362)
C (0.53043, -2.71781, 2.38540)
C (0.62728, 6.35729, 4.12583)
C (-3.03739, 0.02827, 4.83145)
C (-1.44531, 2.95016, -1.75952)
C (6.54045, 2.03869, -2.26892)
C (-3.38830, 0.90523, 3.81296)
C (-1.69850, -0.22756, 5.09288)
C (-0.39358, 5.53639, 4.58204)
C (-1.90628, -4.78078, 1.24752)
C (-2.40285, 1.53365, 3.06329)
C (2.60479, 0.99969, -3.61102)
C (1.37746, -3.50403, 1.37708)
C (7.35796, 2.30322, -4.63530)
C (1.42130, 4.57125, 2.72455)
C (-0.06625, -4.16364, -2.11550)
C (-0.71571, 0.40177, 4.34075)
C (3.98994, 1.35125, -3.12543)
C (0.38231, 3.74248, 3.16424)
C (-0.35315, 1.46198, -0.17316)
C (-2.81319, -4.00680, -3.39205)
C (-3.71891, 0.08347, -3.15639)
C (-4.54039, -4.47599, -0.07999)
C (-0.46557, 2.47616, 0.79609)
C (1.53784, 5.87041, 3.19381)
C (3.20984, 1.04142, -0.74773)
H (4.84322, -0.69943, 2.87428)
H (7.53840, 2.30457, -1.92875)
H (-3.24904, 1.41162, -0.22443)
H (-1.51902, -1.10309, -4.17438)
H (-3.74211, -3.43867, -3.50402)
H (-4.19238, -5.07355, -0.92721)
H (-1.16698, 4.46628, 1.25135)
H (4.76325, 1.62700, -5.10120)
H (-4.24886, 0.38502, 0.80170)
H (2.12621, 4.18099, 1.99467)
H (-1.80491, 3.13702, -2.76650)
H (-2.75522, 0.58042, -3.28092)
H (-3.80430, -0.70345, -3.91297)
H (0.71613, 7.37151, 4.49612)
H (-2.04139, 4.87703, -1.01455)
H (-0.30351, -2.32150, -4.59516)
H (-2.46994, -4.30482, -4.38816)
H (0.69220, -4.16309, 0.84084)
H (-4.50755, 0.82018, -3.33961)
H (2.11008, -4.11347, 1.90873)
H (-0.76974, 0.97763, -2.22553)
H (-1.26504, -4.40479, 2.05022)
H (-2.67991, 2.21451, 2.26679)
H (-5.01876, 1.41645, -0.42651)
H (8.28063, 1.76961, -4.39918)
H (7.05025, 2.01950, -5.64231)
H (-4.58118, -1.87132, 1.89060)
H (1.86050, 1.67014, -3.17392)
H (3.90524, -3.36976, 0.92426)
H (0.71283, -3.63162, -1.55770)
H (-1.32032, 3.60290, 4.46277)
H (-4.92279, -5.16273, 0.68318)
H (5.25396, 1.26558, 0.76269)
H (0.32984, 0.16936, 4.51143)
H (-5.62752, -2.34931, -2.17003)
H (-0.38997, -5.01663, -1.51201)
H (2.54470, 1.07281, -4.69747)
H (0.37678, -4.55037, -3.03883)
H (6.93901, 1.63469, 0.32476)
H (-4.19371, -3.25936, 2.92740)
H (-4.43366, 1.08967, 3.59293)
H (-1.41738, -0.94326, 5.85482)
H (-2.45615, -5.64990, 1.61882)
H (-5.36819, -3.85834, -0.42466)
H (2.34175, 6.50421, 2.83875)
H (7.59132, 3.37099, -4.64610)
H (-1.10218, 5.90921, 5.31237)
H (-6.05208, -1.71809, -0.56933)
H (0.00736, -1.17415, -3.28291)
H (-6.34030, -0.73422, -2.01299)
H (-3.80865, -0.47601, 5.40242)
H (5.73088, 2.91904, 0.47662)
H (3.81468, -2.02243, -0.23990)
H (-2.97761, -1.99480, 2.63118)
H (-3.04256, -4.91326, -2.82558)
H (-1.26752, -5.11590, 0.42600)
H (2.33532, -0.01116, -3.30314)

## Properties
highest occupied orbital energy = -5.4 eV
net charge = -1
energy = -5736.82743 hartree

Atom charges from the Löwdin analysis, given in e for atoms 1 to 5: number 1, Cd, carries 1.40; number 2, As, carries 0.84; number 3, P, carries 1.07; number 4, Si, carries 0.25; number 5, Si, carries 0.23

=====

2.
C41H57Cl5FIrN7O3PSb as an isolated structure at a distorted geometry. Source: the Open Molecules 2025 dataset; level of theory: the ωB97M-V functional and the def2-TZVPD basis.

Geometry (Å):
Ir (1.09279, -0.18575, 0.35473)
Sb (1.35892, -2.83499, 0.10143)
Cl (1.41901, 5.10798, 2.61525)
Cl (-1.09555, 6.02212, 1.04165)
Cl (-1.41941, 1.19951, -1.28917)
Cl (2.46466, 2.22548, 2.35236)
Cl (-2.52485, 4.04384, -0.87997)
P (3.51476, 0.43220, -1.94628)
F (-5.66981, -0.83496, -0.27228)
O (1.42109, -0.60844, 2.29433)
O (-0.88715, -0.79137, 0.87475)
O (1.19360, -0.17292, 4.44801)
N (-9.45564, -0.91860, 2.94356)
N (2.46960, 0.29123, -0.73841)
N (4.92940, -0.38307, -1.80517)
N (3.89727, 2.01732, -2.01367)
N (-2.84636, 0.09092, 4.35050)
N (-7.12474, -0.26149, 2.11075)
N (2.81735, -0.17863, -3.30748)
C (2.96029, -1.60793, -5.29328)
C (0.42221, 1.75253, 0.63374)
C (-0.52255, 4.41386, 0.88612)
C (-0.77738, -0.20381, 3.17213)
C (3.29745, 4.54353, -3.26898)
C (1.44443, 0.23387, -3.63927)
C (4.94210, -1.85169, -1.88279)
C (-4.25095, -0.66174, 6.33248)
C (3.03785, -4.12970, 0.28527)
C (-5.71678, -0.33096, 2.05553)
C (7.31781, -0.31653, -1.27452)
C (4.76505, 2.51368, -3.08939)
C (3.25439, 3.07848, -1.23629)
C (3.98382, 3.41507, -4.03756)
C (-1.44498, -0.50831, 1.96969)
C (0.73270, -0.87029, -4.40406)
C (-3.57956, -0.16315, 3.19854)
C (-5.00150, -0.63943, 0.88263)
C (-7.75029, 0.84545, 2.82182)
C (2.43299, 3.98600, -2.13972)
C (5.92645, 0.11122, -0.83365)
C (0.15710, -3.68213, 1.63076)
C (0.45223, -3.77519, -1.57044)
C (-3.51533, 0.42108, 5.59509)
C (6.30937, -2.34510, -2.33367)
C (-0.66889, 2.22425, -0.09749)
C (-1.15989, 3.52258, 0.02739)
C (-7.96105, -0.71631, 1.00053)
C (-2.89772, -0.47117, 2.01399)
C (1.05075, 2.67982, 1.47147)
C (-1.50726, 0.07615, 4.29469)
C (0.70817, -0.29728, 3.34736)
C (-2.96510, -0.11581, 6.87750)
C (-4.97692, -0.10859, 3.20682)
C (3.60879, -0.47061, -4.51813)
C (-9.42538, -0.70540, 1.45761)
C (-3.64084, -0.71351, 0.85487)
C (1.51783, -1.26344, -5.65121)
C (7.39964, -1.83475, -1.39548)
C (0.59945, 3.99471, 1.59860)
C (-8.90172, 0.29032, 3.66306)
H (-5.48301, 0.08798, 4.13973)
H (2.64282, 2.62577, -0.46253)
H (0.39547, -4.84828, -1.39387)
H (1.51847, -0.42067, -6.35069)
H (4.62844, -0.71963, -4.23330)
H (-8.57752, -0.04927, 4.64450)
H (1.03867, -2.09646, -6.16634)
H (2.00178, 4.79528, -1.54594)
H (6.30259, -3.43630, -2.37049)
H (-7.67070, -1.72868, 0.72667)
H (5.84917, 1.19387, -0.75920)
H (0.17491, -4.76607, 1.52254)
H (-7.88296, -0.09109, 0.10768)
H (2.67571, -5.08265, 0.66781)
H (1.48173, 1.14683, -4.24993)
H (-0.55169, -3.37900, -1.71808)
H (-9.91960, 0.24722, 1.27855)
H (6.49713, -1.98914, -3.35141)
H (-0.86436, -3.32621, 1.52709)
H (-9.71438, 1.00475, 3.77893)
H (7.53317, 0.14115, -2.24472)
H (-0.26798, -0.52522, -4.67150)
H (1.03611, -3.59103, -2.47132)
H (2.99058, -2.51568, -4.68086)
H (8.38399, -2.14430, -1.74625)
H (-8.11744, 1.59926, 2.11596)
H (8.05328, 0.06384, -0.56459)
H (4.06205, 5.20101, -2.84191)
H (3.23169, 2.81252, -4.55860)
H (-10.00217, -1.49154, 0.97708)
H (-5.17772, -0.40054, 6.82431)
H (-7.04166, 1.34940, 3.47050)
H (5.69583, -0.30864, 0.15448)
H (-10.39912, -1.12940, 3.26890)
H (-4.21346, -1.65479, 5.90481)
H (3.54451, -1.80675, -6.19319)
H (-2.99741, 0.53993, 7.73464)
H (3.78196, -3.72824, 0.97032)
H (-0.97431, 0.29471, 5.21042)
H (1.59880, 3.40776, -2.55466)
H (4.04206, 3.65374, -0.73551)
H (4.15718, -2.18773, -2.56023)
H (-2.10014, -0.76232, 6.83381)
H (0.90862, 0.47564, -2.72424)
H (4.72248, -2.24906, -0.88620)
H (3.65096, 0.42775, -5.14835)
H (5.58775, 3.07363, -2.62924)
H (-3.92838, 1.42242, 5.60002)
H (-8.86671, -1.72296, 3.16632)
H (2.70049, 5.15655, -3.94477)
H (7.26083, -2.28339, -0.40570)
H (-3.12881, -0.92029, -0.07440)
H (0.54490, -3.41240, 2.61164)
H (3.49042, -4.28513, -0.69121)
H (4.65778, 3.81646, -4.79638)
H (5.21149, 1.66899, -3.61590)
H (0.61400, -1.73376, -3.74183)

## Properties
spin multiplicity = 2
highest occupied orbital energy (alpha / beta) = -12.1 / -12.2 eV
net charge = +2
energy = -5291.83913 hartree

Atom charges from the Löwdin analysis, given in e for atoms 1 to 5: number 1, Ir, carries 1.18; number 2, Sb, carries 1.35; number 3, Cl, carries 0.71; number 4, Cl, carries 0.71; number 5, Cl, carries 0.71

=====

3.
C41H57N2O4P3SiTa as an isolated structure at a distorted geometry. Source: the Open Molecules 2025 dataset; level of theory: the ωB97M-V functional and the def2-TZVPD basis.

Geometry (Å):
Ta (0.48060, -0.37187, 0.37943)
P (2.34064, 0.90331, -0.91898)
P (-1.01715, 1.54358, 1.68301)
P (-0.84575, -2.18556, -1.04526)
Si (-0.69972, 0.84660, -1.57956)
O (1.49581, -4.57262, 5.48901)
O (3.26384, -3.77488, 4.40559)
O (3.47559, -2.00427, 2.04619)
O (1.90476, -1.67584, 0.46039)
N (-0.01686, -2.08737, 1.98661)
N (-0.91489, -2.49134, 2.89868)
C (1.36900, -3.70617, -1.96084)
C (1.61550, 2.50448, -1.33749)
C (0.37579, 4.83191, -2.18657)
C (0.15458, -3.76421, -1.03543)
C (-2.45396, -2.68662, -0.25160)
C (-2.35055, 1.23056, -0.72692)
C (1.01472, -3.20744, 3.67164)
C (-3.48690, 1.26905, -1.54281)
C (-1.27057, 0.17890, -4.33724)
C (2.16692, -0.44970, -3.43888)
C (-3.42652, -3.27388, -1.27835)
C (-3.74393, 1.93827, 1.13330)
C (2.32981, 3.70007, -1.35782)
C (-1.04965, -0.26065, -3.03709)
C (-4.84987, 1.99050, 0.29738)
C (-3.17901, -1.62944, 0.57545)
C (-2.50123, 1.54896, 0.63635)
C (1.16317, -2.53159, 2.46421)
C (2.34448, -2.09346, 1.68806)
C (1.70546, 4.86304, -1.78038)
C (3.72256, 0.83956, 0.30523)
C (5.06902, 1.47452, -0.04129)
C (-1.33007, 0.77812, 3.35366)
C (-2.51758, 1.21569, 4.21411)
C (-0.63130, -5.05946, -1.29526)
C (-1.43047, 4.05487, 2.90375)
C (0.27170, 2.45374, -1.74733)
C (0.88108, 3.70353, 1.99584)
C (-1.38798, -2.54541, -3.77912)
C (3.11720, 0.23413, -2.46331)
C (-0.58921, 3.35332, 1.83495)
C (-0.35659, -3.17647, 3.90140)
C (-1.11680, -1.63736, -2.75682)
C (3.85180, 1.36801, -3.19411)
C (3.27251, 1.23656, 1.70507)
C (1.96034, -3.91108, 4.61372)
C (-1.54317, -0.72927, -5.35065)
C (-4.72187, 1.65300, -1.04135)
C (-0.02905, 0.83119, 4.15958)
C (-0.33534, 3.64161, -2.16372)
C (-1.59592, -2.08781, -5.07193)
H (2.08853, -2.94064, -1.67299)
H (1.51353, 0.27943, -3.92171)
H (1.54346, -1.21224, -2.97473)
H (4.53000, 1.94371, -2.56707)
H (-3.86688, 2.21432, 2.16801)
H (4.43704, 0.93186, -4.00346)
H (3.36639, 3.73101, -1.04828)
H (1.07720, -3.54575, -2.99910)
H (-3.97274, -2.11448, 1.14703)
H (2.75290, -0.93023, -4.22229)
H (-1.51199, -0.26340, 3.09818)
H (5.48897, 1.08980, -0.96822)
H (-3.46877, 1.07905, 3.70698)
H (-0.93237, 3.70773, 0.85446)
H (-3.00437, -4.09336, -1.85465)
H (5.77376, 1.23211, 0.75446)
H (3.15320, 2.31021, 1.80770)
H (3.84304, -0.48990, -2.07703)
H (-5.58209, 1.69681, -1.69579)
H (-3.41293, 1.00102, -2.58985)
H (3.87320, -0.24624, 0.30692)
H (-3.75878, -2.50129, -1.97229)
H (-2.11433, -3.48394, 0.41877)
H (1.28132, 3.36931, 2.95407)
H (0.04466, -5.89165, -1.09954)
H (-1.37639, 3.64861, -2.46531)
H (0.22305, 1.84922, 4.45971)
H (-2.53729, 0.58562, 5.10452)
H (-1.13739, 3.75388, 3.90871)
H (3.49828, -3.16131, 3.69284)
H (4.01087, 0.90513, 2.43475)
H (-0.13251, 0.23878, 5.06887)
H (-1.43382, -3.60737, -3.58737)
H (2.25510, 5.79456, -1.79827)
H (1.48148, 3.29320, 1.19011)
H (-2.44169, 2.24450, 4.55406)
H (-1.49952, -5.19912, -0.65452)
H (-2.50110, 3.89766, 2.78061)
H (1.87880, -4.66790, -1.91500)
H (-1.90208, -2.35285, 2.73512)
H (0.98091, 4.78837, 1.96326)
H (-1.25028, 5.12677, 2.82384)
H (0.82819, 0.43396, 3.60930)
H (-0.94518, -5.15210, -2.33344)
H (-3.64908, -0.87356, -0.05081)
H (-1.70956, -0.37987, -6.36050)
H (2.30957, 0.77358, 2.00185)
H (5.01108, 2.56143, -0.10238)
H (-5.80901, 2.29825, 0.69145)
H (-2.52485, -1.09796, 1.27651)
H (-1.21430, 1.23403, -4.57651)
H (-4.30453, -3.65413, -0.75608)
H (-1.79811, -2.79509, -5.86453)
H (3.13185, 2.05479, -3.63878)
H (-0.93499, -3.62804, 4.69247)
H (-0.10518, 5.74208, -2.51920)
H (0.50080, -3.80168, 0.00262)

## Properties
highest occupied orbital energy = -16.8 eV
net charge = +3
energy = -3376.74685 hartree

Atom charges from the Löwdin analysis, given in e for atoms 1 to 5: number 1, Ta, carries 1.40; number 2, P, carries 1.00; number 3, P, carries 1.03; number 4, P, carries 1.05; number 5, Si, carries 0.60